No. 1
The following is a DFT calculation (ωB97M-V with the def2-TZVPD basis set) of an isolated molecule of C2H8N2O4S2 in a non-equilibrium geometry.

Output
ΔE to the lowest compared entry with this formula, charge and spin: 0.634 eV
total charge: 0
gap between HOMO and LUMO: 9.89 eV
E_tot: -35040.849 eV
structure (SMILES): CN=[S@@](C)(=O)OS(N)(=O)=O

Atoms and positions in Å:
C -1.836 -2.067 0.355
N -1.214 -1.031 -0.570
S -0.991 0.314 0.059
C -0.876 1.706 -0.929
O -1.867 0.640 1.166
O 0.598 0.303 0.706
S 1.840 -0.080 -0.210
N 3.085 0.364 0.663
O 1.885 -1.511 -0.367
O 1.744 0.727 -1.396
H -1.039 -2.721 0.758
H -2.358 -1.488 1.166
H -2.531 -2.432 -0.322
H -1.722 1.914 -1.643
H -1.081 2.485 -0.190
H 0.099 1.472 -1.531
H 3.316 1.283 0.677
H 2.948 0.123 1.607

Cartesian forces, eV/Å:
C 1.4 2.7 0.8
N 0.5 1.0 -0.2
S -3.0 -2.8 1.2
C 0.4 0.2 -2.7
O 1.3 0.6 0.2
O 0.1 0.8 0.7
S -1.1 -2.3 -2.4
N 0.2 -2.0 0.3
O 0.0 1.5 0.6
O 0.9 -0.1 0.5
H -0.8 0.1 -0.4
H 0.4 -1.1 -0.5
H -1.3 -1.8 -0.6
H 0.6 -1.2 0.6
H 1.4 0.3 -0.1
H -1.6 1.7 1.2
H 0.7 3.6 -0.7
H 0.0 -1.1 1.4

Just the Mulliken charges please, in e? Sure, here they are: -0.79, -0.41, 1.10, -0.93, -0.65, -0.31, 1.24, -0.53, -0.58, -0.70, 0.23, 0.32, 0.33, 0.34, 0.34, 0.44, 0.26, 0.29


No. 2
The following is a DFT calculation (ωB97M-V with the def2-TZVPD basis set) of a structure of composition C18H34N6O11P2Ti.

Output
ΔE to the lowest compared entry with this formula, charge and spin: 0.355 eV
total charge: -1
gap between HOMO and LUMO (spin up / spin down): 8.04 / 8.20 eV
expectation value of S²: 0.756
2S+1: 2
E_tot: -92387.618 eV

Atoms and positions in Å:
Ti 0.882 -0.346 -0.197
O -1.604 -1.488 -0.907
P -0.611 -2.757 -1.194
O -1.053 -3.564 -2.334
O 0.759 -2.074 -1.217
O -0.707 -3.558 0.182
P -0.256 -2.965 1.633
O -1.629 -2.780 2.409
O 0.613 -3.916 2.336
O 0.264 -1.555 1.321
H -2.128 -1.276 -1.692
H -2.111 -1.943 2.167
N -2.469 -0.179 1.837
C -1.435 0.437 2.679
C -2.065 1.107 3.894
C -1.123 1.405 5.063
C -0.209 0.236 5.436
N 0.990 0.254 4.615
C 1.720 -0.821 4.191
N 1.261 -2.068 4.511
N 2.837 -0.685 3.543
C -0.451 1.298 1.885
O 0.204 2.171 2.433
O -0.362 0.980 0.625
H -2.147 -0.180 0.871
H -3.327 0.358 1.878
H -0.799 -0.377 3.033
H -2.841 0.419 4.251
H -2.575 2.028 3.590
H -1.729 1.663 5.935
H -0.508 2.276 4.836
H -0.761 -0.699 5.309
H 0.063 0.295 6.495
H 1.127 1.095 4.070
H 0.259 -2.179 4.533
H 1.667 -2.797 3.934
H 3.084 0.296 3.463
H 3.233 -1.250 2.144
O 3.436 -1.579 1.163
N 2.899 -0.755 0.288
O 2.329 0.307 0.859
C -1.274 -1.967 -5.264
C -1.221 -0.804 -4.312
C -2.339 -0.009 -4.077
C -2.308 1.039 -3.156
C -3.538 1.870 -2.901
C -1.133 1.277 -2.459
C 0.000 0.484 -2.664
C -0.054 -0.547 -3.596
N 1.140 0.687 -1.831
C 2.255 1.464 -2.429
C 1.719 2.524 -3.397
C 3.040 2.188 -1.337
C 3.193 0.514 -3.183
H -2.228 -2.002 -5.792
H -1.155 -2.893 -4.698
H -0.474 -1.907 -6.004
H -3.256 -0.214 -4.622
H -4.016 2.168 -3.836
H -3.290 2.772 -2.342
H -4.278 1.313 -2.320
H -1.080 2.054 -1.706
H 0.804 -1.196 -3.714
H 1.044 3.211 -2.883
H 1.179 2.076 -4.232
H 2.555 3.099 -3.800
H 2.366 2.763 -0.700
H 3.757 2.868 -1.802
H 3.591 1.496 -0.707
H 2.678 0.048 -4.024
H 3.542 -0.270 -2.510
H 4.058 1.057 -3.575

Cartesian forces, eV/Å:
Ti 0.3 0.4 -0.2
O -0.2 -0.2 0.1
P 0.1 0.1 -0.1
O 0.0 0.0 0.0
O 0.0 0.0 0.0
O -0.1 0.0 0.1
P 0.1 0.1 -0.2
O -0.1 0.1 0.0
O 0.0 0.0 0.0
O 0.0 0.0 0.1
H 0.1 0.0 -0.1
H 0.0 -0.1 0.0
N 0.0 -0.1 0.0
C 0.0 0.0 0.0
C 0.0 0.0 0.0
C 0.0 0.0 0.0
C 0.0 0.0 0.0
N 0.0 0.0 0.0
C 0.0 0.0 0.0
N 0.0 0.0 0.0
N 0.1 0.1 0.0
C -0.2 0.0 0.0
O 0.0 0.0 0.0
O 0.3 0.0 -0.1
H 0.0 0.0 0.0
H 0.0 0.0 0.0
H 0.0 0.0 0.0
H 0.0 0.0 0.0
H 0.0 0.0 0.0
H 0.0 0.0 0.0
H 0.0 0.0 0.0
H 0.0 0.0 0.0
H 0.0 0.0 0.0
H 0.0 0.0 0.0
H 0.0 0.0 0.0
H 0.0 0.0 0.0
H 0.0 0.0 0.0
H -0.2 -0.1 0.0
O 0.1 0.0 0.0
N -0.1 0.0 0.1
O -0.1 0.0 -0.1
C 0.0 0.0 0.0
C 0.0 0.0 0.0
C 0.0 0.0 0.0
C 0.0 0.0 0.0
C 0.0 0.0 0.0
C 0.0 0.0 0.0
C 0.0 0.0 0.1
C 0.0 0.1 -0.1
N -0.1 -0.2 0.3
C 0.0 0.0 0.0
C 0.0 0.0 0.0
C 0.0 0.0 0.0
C 0.0 0.0 0.0
H 0.0 0.0 0.0
H 0.0 0.0 0.0
H 0.0 0.0 0.0
H 0.0 0.0 0.0
H 0.0 0.0 0.0
H 0.0 0.0 0.0
H 0.0 0.0 0.0
H 0.0 0.0 0.0
H 0.0 0.0 0.0
H 0.0 0.0 0.0
H 0.0 0.0 0.0
H 0.0 0.0 0.0
H 0.0 0.0 0.0
H 0.0 0.0 0.0
H 0.0 0.0 0.0
H 0.0 0.0 0.0
H 0.0 0.0 0.0
H 0.0 0.0 0.0

Just the Mulliken charges please, in e? Sure, here they are: -0.57, -0.63, 0.88, -0.86, -0.14, -0.29, 0.87, -0.62, -0.85, 1.12, 0.30, 0.50, -0.79, 3.15, -1.46, -0.83, -0.70, -0.11, 0.61, -0.53, -0.80, 0.00, -0.78, -0.41, -0.11, 0.31, -1.41, 0.40, 0.38, 0.49, 0.30, 0.24, 0.41, 0.18, 0.22, 0.36, 0.16, 0.41, -0.47, 0.23, -0.69, -1.53, 0.69, -0.97, 0.66, -1.75, -0.33, 0.28, -0.50, 1.39, 1.30, -1.84, -1.59, -1.55, 0.38, 0.27, 0.32, 0.35, 0.41, 0.40, 0.29, 0.16, 0.37, 0.31, 0.39, 0.48, 0.32, 0.52, 0.25, 0.30, 0.22, 0.49